Record 1
{
  "formula": "C3H9BrNO",
  "method": "ωB97M-V/def2-TZVPD",
  "symbols": ["C", "C", "C", "N", "O", "Br", "H", "H", "H", "H", "H", "H", "H", "H", "H"],
  "xyz": [[0.17099, -1.65536, -0.81602], [0.15920, 0.97340, 0.03043], [0.49998, -0.48115, 0.10482], [1.18756, -1.01372, 1.06576], [0.36838, 1.47222, 1.28645], [1.54225, 1.72114, -1.19246], [-0.29862, -1.33722, -1.82233], [1.06977, -2.10077, -1.07468], [-0.57581, -2.17092, -0.31991], [-2.59522, 1.59742, -0.63893], [-0.97504, 1.20727, -0.39591], [1.47645, -1.97724, 1.13456], [-3.29236, 1.90742, -0.55874], [1.41341, -0.38103, 1.81747], [-0.15094, 2.23856, 1.37948]],
  "forces_ev_per_a": [[-1.8, 4.6, -3.4], [-1.8, 0.3, -0.6], [0.5, -3.4, -1.0], [-0.3, 2.9, 0.9], [0.5, -1.3, 0.0], [-0.6, -0.5, 0.0], [0.7, -0.3, 1.6], [1.5, -1.5, -0.2], [-1.1, -1.7, 1.0], [-1.0, 0.4, 0.0], [3.3, -0.9, 0.9], [-0.1, -0.1, -0.3], [0.8, -0.3, -0.1], [0.4, 0.0, 0.6], [-0.9, 1.8, 0.6]],
  "homo_lumo_gap_ev": 9.666,
  "e_homo_ev": -14.9,
  "total_charge": 1,
  "total_energy_ha": -2823.3854,
  "de_lowest_kcal_mol": 29.7
}

Record 2
{
  "formula": "C3H9BrNO",
  "method": "ωB97M-V/def2-TZVPD",
  "symbols": ["C", "C", "C", "N", "O", "Br", "H", "H", "H", "H", "H", "H", "H", "H", "H"],
  "xyz": [[1.31263, 0.41517, 1.77330], [-0.32326, -0.38802, -1.79522], [-0.04925, 0.80561, 1.16245], [-0.91014, -1.02178, -2.77665], [-0.88252, 1.20250, 2.01640], [-0.91865, -1.30064, 0.32336], [2.12995, 0.63165, 0.98959], [1.38972, -0.70161, 2.05601], [0.66038, -0.63362, -1.78053], [-0.70696, 0.54057, -1.54541], [-0.27389, 1.11713, 0.12209], [1.53179, 0.99088, 2.74526], [-0.50964, -1.97085, -3.09381], [-1.88109, -0.96042, -3.16439], [-0.56907, 1.27341, 2.96755]],
  "forces_ev_per_a": [[1.5, -0.5, -0.8], [-2.4, -1.4, -1.2], [2.0, -1.5, 0.1], [-0.9, -3.2, -2.4], [-1.9, 1.7, 2.2], [0.2, 0.1, 0.0], [-1.1, -0.4, 1.4], [-0.4, 1.8, -0.7], [2.9, -0.3, 0.9], [-0.5, 1.6, 0.4], [0.7, 0.1, 1.2], [-0.5, -0.5, -1.6], [-0.5, 2.3, 0.7], [1.2, 0.7, 1.2], [-0.3, -0.6, -1.5]],
  "homo_lumo_gap_ev": 9.656,
  "e_homo_ev": -13.9,
  "total_charge": 1,
  "total_energy_ha": -2823.3866,
  "de_lowest_kcal_mol": 29.0
}

What did the second record say?
{
  "formula": "C3H9BrNO",
  "method": "ωB97M-V/def2-TZVPD",
  "symbols": ["C", "C", "C", "N", "O", "Br", "H", "H", "H", "H", "H", "H", "H", "H", "H"],
  "xyz": [[1.31263, 0.41517, 1.77330], [-0.32326, -0.38802, -1.79522], [-0.04925, 0.80561, 1.16245], [-0.91014, -1.02178, -2.77665], [-0.88252, 1.20250, 2.01640], [-0.91865, -1.30064, 0.32336], [2.12995, 0.63165, 0.98959], [1.38972, -0.70161, 2.05601], [0.66038, -0.63362, -1.78053], [-0.70696, 0.54057, -1.54541], [-0.27389, 1.11713, 0.12209], [1.53179, 0.99088, 2.74526], [-0.50964, -1.97085, -3.09381], [-1.88109, -0.96042, -3.16439], [-0.56907, 1.27341, 2.96755]],
  "forces_ev_per_a": [[1.5, -0.5, -0.8], [-2.4, -1.4, -1.2], [2.0, -1.5, 0.1], [-0.9, -3.2, -2.4], [-1.9, 1.7, 2.2], [0.2, 0.1, 0.0], [-1.1, -0.4, 1.4], [-0.4, 1.8, -0.7], [2.9, -0.3, 0.9], [-0.5, 1.6, 0.4], [0.7, 0.1, 1.2], [-0.5, -0.5, -1.6], [-0.5, 2.3, 0.7], [1.2, 0.7, 1.2], [-0.3, -0.6, -1.5]],
  "homo_lumo_gap_ev": 9.656,
  "e_homo_ev": -13.9,
  "total_charge": 1,
  "total_energy_ha": -2823.3866,
  "de_lowest_kcal_mol": 29.0
}

Please write out number 1 again, unchanged.
{
  "formula": "C3H9BrNO",
  "method": "ωB97M-V/def2-TZVPD",
  "symbols": ["C", "C", "C", "N", "O", "Br", "H", "H", "H", "H", "H", "H", "H", "H", "H"],
  "xyz": [[0.17099, -1.65536, -0.81602], [0.15920, 0.97340, 0.03043], [0.49998, -0.48115, 0.10482], [1.18756, -1.01372, 1.06576], [0.36838, 1.47222, 1.28645], [1.54225, 1.72114, -1.19246], [-0.29862, -1.33722, -1.82233], [1.06977, -2.10077, -1.07468], [-0.57581, -2.17092, -0.31991], [-2.59522, 1.59742, -0.63893], [-0.97504, 1.20727, -0.39591], [1.47645, -1.97724, 1.13456], [-3.29236, 1.90742, -0.55874], [1.41341, -0.38103, 1.81747], [-0.15094, 2.23856, 1.37948]],
  "forces_ev_per_a": [[-1.8, 4.6, -3.4], [-1.8, 0.3, -0.6], [0.5, -3.4, -1.0], [-0.3, 2.9, 0.9], [0.5, -1.3, 0.0], [-0.6, -0.5, 0.0], [0.7, -0.3, 1.6], [1.5, -1.5, -0.2], [-1.1, -1.7, 1.0], [-1.0, 0.4, 0.0], [3.3, -0.9, 0.9], [-0.1, -0.1, -0.3], [0.8, -0.3, -0.1], [0.4, 0.0, 0.6], [-0.9, 1.8, 0.6]],
  "homo_lumo_gap_ev": 9.666,
  "e_homo_ev": -14.9,
  "total_charge": 1,
  "total_energy_ha": -2823.3854,
  "de_lowest_kcal_mol": 29.7
}